74
Properties=species:S:1:pos:R:3:forces:R:3 method="wB97M-V/def2-TZVPD" e_above_lowest_ev=2.3095 spin_multiplicity=5 energy_ev=-89270.435 charge=+2 orbital_gap_ev="5.32 / 6.90"
Os -0.933 1.744 -0.919 -1.43 -4.96 2.16
C 0.853 1.800 0.623 0.30 0.13 0.06
C -0.482 2.148 1.063 0.84 0.50 2.77
C -0.175 -0.166 1.215 0.80 -0.01 -0.19
C 1.038 0.394 0.718 -0.44 -0.19 0.72
C -1.082 0.881 1.468 -0.44 0.30 -0.67
C 2.028 2.708 0.498 0.29 0.20 0.10
H 1.778 3.762 0.395 -0.09 0.00 -0.04
H 2.724 2.435 -0.306 -0.28 0.01 0.12
H 2.592 2.608 1.432 0.06 0.12 -0.05
C 2.329 -0.338 0.648 0.09 0.00 -0.29
H 3.162 0.318 0.341 -0.35 -0.39 0.32
H 2.260 -1.185 -0.057 0.10 0.25 0.48
H 2.500 -0.743 1.666 0.23 0.10 -0.52
C -0.303 -1.579 1.635 -0.24 -0.25 -0.31
H 0.399 -1.765 2.469 -0.40 -0.08 -0.25
H -0.020 -2.243 0.804 0.00 0.11 0.35
H -1.334 -1.808 1.933 0.39 -0.09 0.14
C -2.353 0.696 2.211 -0.62 0.06 0.00
H -2.201 0.479 3.273 0.25 0.12 -0.10
H -2.902 -0.165 1.812 0.05 0.17 0.21
H -3.000 1.580 2.149 0.14 -0.23 0.07
C -0.742 3.439 1.813 0.13 -0.28 0.12
H -0.339 3.361 2.836 -0.10 -0.04 -0.33
H -1.806 3.630 1.904 -0.12 0.23 -0.06
H -0.238 4.278 1.336 -0.21 0.07 -0.04
C -0.866 2.546 -4.809 1.45 1.97 -0.15
C -0.612 3.750 -4.189 -1.23 -0.40 -3.75
C -1.660 4.825 -4.102 0.11 0.58 0.35
C -3.044 4.305 -3.618 0.84 0.22 -0.71
C -2.951 3.034 -2.819 -1.31 -0.51 0.99
C -3.197 1.807 -3.374 -1.95 0.87 -0.86
C -3.274 1.647 -4.882 -0.17 -0.50 -0.09
C -2.049 2.198 -5.661 -0.22 -0.14 0.09
H -1.737 5.339 -5.077 -0.16 -0.29 0.24
H -3.670 4.177 -4.501 -0.12 -0.34 0.12
H -1.334 5.627 -3.427 0.08 -0.28 -0.01
H -2.350 3.075 -6.247 0.08 -0.09 0.19
H -0.017 1.848 -4.855 -0.23 0.45 -0.18
H 0.407 4.128 -4.221 0.15 -0.38 0.82
H -1.720 1.442 -6.394 -0.17 0.31 0.28
H -3.402 0.586 -5.125 0.04 0.11 0.15
H -3.896 0.997 -2.950 0.77 1.31 -0.18
H -4.203 2.114 -5.246 0.24 -0.03 0.18
H -3.525 5.085 -3.023 0.07 -0.24 0.15
H -2.863 3.199 -1.705 -0.36 -0.32 -1.27
P 0.432 0.189 -2.256 0.54 -2.24 0.89
C 1.937 0.070 -3.353 0.03 0.17 -0.15
C 0.415 2.423 -2.088 1.88 3.59 -1.35
P -2.538 0.169 -1.892 3.48 1.07 2.01
C -1.050 -0.107 -3.212 -1.97 -0.32 -1.41
C -3.638 0.997 -0.582 -1.45 1.08 -1.23
C -2.769 -1.525 -1.395 0.75 -0.59 0.12
H 2.294 -0.961 -3.226 -0.17 0.29 0.04
H 2.755 0.751 -3.065 -0.47 -0.19 0.11
H 1.733 0.217 -4.420 -0.20 0.09 0.25
H -0.232 2.969 -2.799 0.63 -0.48 0.16
H 1.459 2.515 -2.405 -0.28 -0.48 0.01
H 0.380 3.109 -1.181 0.88 0.74 -0.66
H -3.715 -1.885 -1.793 -0.12 -0.23 0.15
H -2.729 -1.567 -0.302 -0.32 -0.13 -0.16
H -1.935 -2.105 -1.814 -0.53 -0.04 0.08
H -1.068 -1.128 -3.616 0.05 0.15 0.14
H -1.226 0.575 -4.048 0.36 -0.20 0.44
H -3.958 0.301 0.192 0.36 -0.10 -0.24
H -4.562 1.440 -1.016 0.48 -0.15 0.33
H -3.087 1.861 -0.120 -0.56 -0.56 -0.03
Cl 0.006 -5.531 -1.997 0.41 0.53 0.04
C 1.175 -4.198 -1.869 -0.37 0.93 0.83
Cl 1.907 -4.226 -0.236 -0.09 0.12 -0.34
Cl 2.425 -4.337 -3.103 -0.06 0.13 0.07
C 0.422 -2.791 -2.139 -1.03 -0.83 -1.93
O -0.434 -2.889 -3.019 0.98 0.18 1.05
O 0.754 -1.663 -1.550 -0.03 -0.66 -0.34



74
Properties=species:S:1:pos:R:3:forces:R:3 method="wB97M-V/def2-TZVPD" e_above_lowest_ev=1.5465 spin_multiplicity=1 energy_ev=-91511.093 charge=+1 orbital_gap_ev="5.81 / 5.75"
Tl 0.007 -0.054 -2.003 -0.66 0.66 4.16
C -0.745 -2.476 3.549 0.96 0.57 0.31
C 0.543 -2.915 3.138 -1.94 0.16 0.33
C 0.822 -1.080 4.501 2.38 -1.80 -1.65
C -0.571 -1.339 4.392 -0.70 -1.65 -1.23
C 1.510 -2.051 3.721 -0.61 2.54 1.97
C -2.026 -3.103 3.173 -0.52 -0.42 -0.10
H -2.031 -3.369 2.107 -0.17 0.06 0.19
H -2.863 -2.422 3.366 0.06 -0.22 -0.14
H -2.206 -4.029 3.742 -0.09 0.19 -0.18
C -1.630 -0.544 5.029 -0.45 0.15 0.26
H -2.594 -1.057 4.967 0.12 0.17 0.08
H -1.737 0.434 4.538 0.06 -0.22 0.22
H -1.403 -0.360 6.088 -0.08 0.02 -0.19
C 1.430 0.022 5.262 0.27 0.42 0.34
H 0.921 0.153 6.226 0.19 0.08 -0.10
H 1.354 0.976 4.720 0.07 -0.09 0.19
H 2.491 -0.179 5.452 -0.20 0.16 0.06
C 2.973 -2.165 3.560 0.60 -0.05 -0.03
H 3.415 -2.848 4.302 -0.03 0.11 -0.20
H 3.453 -1.188 3.689 0.03 -0.20 -0.06
H 3.229 -2.551 2.565 0.07 0.09 0.19
C 0.832 -4.076 2.271 0.01 -0.22 -0.34
H 1.076 -4.974 2.860 -0.04 0.21 -0.12
H 1.690 -3.868 1.618 -0.16 -0.14 0.11
H -0.036 -4.315 1.644 0.23 -0.03 0.13
C -0.972 1.415 -3.363 -0.45 0.28 0.72
C -2.019 0.427 -3.808 -1.73 0.54 -1.65
C -1.547 -0.353 -5.072 -0.64 -0.05 0.19
C -0.354 -1.312 -4.939 -0.47 -0.42 0.50
C 0.680 -1.099 -3.845 2.88 -0.04 -2.03
C 1.533 0.019 -3.739 0.86 -1.44 -2.35
C 1.365 1.297 -4.517 0.37 0.35 0.08
C 0.001 2.023 -4.361 -0.83 0.47 -0.16
H -1.294 0.379 -5.856 -0.34 -0.12 0.44
H 0.167 -1.333 -5.914 0.04 -0.01 0.49
H -2.398 -0.934 -5.461 0.31 0.20 0.02
H -0.461 2.117 -5.365 0.27 0.20 0.50
H -1.359 2.174 -2.662 -0.15 -0.25 -0.63
H -2.977 0.907 -4.077 0.17 0.30 -0.71
H 0.204 3.052 -4.005 -0.09 -0.45 -0.43
H 2.150 1.997 -4.184 -0.12 -0.33 -0.14
H 2.527 -0.097 -3.277 -0.74 -0.21 0.16
H 1.563 1.143 -5.592 -0.03 -0.25 0.33
H -0.734 -2.335 -4.780 0.08 0.35 -0.09
H 1.048 -2.062 -3.463 0.02 0.63 0.09
P -2.655 -0.473 -2.322 2.45 -0.31 0.64
C -3.438 0.786 -1.285 -0.85 0.36 -0.14
C -3.515 -2.020 -2.619 -0.88 -0.45 -0.13
P 2.037 2.306 0.006 -2.63 -1.08 0.01
C 0.688 2.075 -1.097 0.67 0.15 0.26
C 3.264 1.035 -0.194 0.94 -0.03 -0.09
C 2.650 3.958 0.013 0.76 0.77 0.49
H -2.697 1.437 -0.795 -0.03 -0.50 -0.24
H -4.027 0.298 -0.496 0.13 0.15 -0.25
H -4.083 1.441 -1.886 -0.12 -0.10 0.21
H -3.907 -2.105 -3.641 -0.02 -0.01 0.27
H -4.345 -2.127 -1.904 0.17 0.00 -0.28
H -2.809 -2.846 -2.427 -0.26 0.40 -0.15
H 2.047 4.583 -0.652 0.06 -0.19 0.16
H 3.680 3.948 -0.340 0.11 0.27 0.07
H 2.603 4.364 1.044 0.14 -0.20 -0.59
H -0.274 2.402 -0.669 0.55 -0.04 -0.11
H 0.866 2.623 -2.040 0.08 -0.21 0.53
H 3.522 0.614 0.794 -0.04 0.22 -0.41
H 4.149 1.519 -0.633 -0.01 -0.38 0.14
H 2.920 0.223 -0.860 -0.04 0.53 0.43
Cl 0.381 3.496 3.996 -0.41 -0.14 -0.70
C -0.552 2.982 2.554 0.08 -0.11 0.21
Cl -2.182 2.475 3.005 0.41 0.36 -0.16
Cl -0.642 4.315 1.342 0.06 -0.35 0.51
C 0.168 1.801 1.846 -0.80 -2.32 -1.21
O -0.367 0.758 1.518 1.32 2.72 1.01
O 1.493 2.087 1.542 -0.62 0.15 0.02



79
Properties=species:S:1:pos:R:3:forces:R:3 method="wB97M-V/def2-TZVPD" e_above_lowest_ev=0.0000 spin_multiplicity=3 energy_ev=-112129.843 charge=+1 orbital_gap_ev="8.08 / 7.71"
Ni 0.170 -0.010 0.208 -0.19 0.19 0.08
C -0.552 -0.456 5.230 0.03 0.06 0.03
N -0.957 -1.532 4.324 -0.13 -0.04 -0.04
C -1.585 -2.650 5.022 0.04 -0.05 0.02
P -1.436 -1.039 2.834 0.17 -0.01 -0.03
O -0.388 -0.203 2.181 0.05 -0.04 0.03
O -1.653 -2.457 2.084 -0.08 0.00 0.12
P -0.917 -2.899 0.704 0.04 0.04 -0.31
O -0.841 -1.724 -0.213 0.16 -0.11 -0.01
N -1.841 -4.077 0.078 0.01 -0.03 0.00
C -1.795 -5.442 0.587 0.04 -0.05 -0.03
C -3.111 -3.710 -0.545 -0.05 0.01 0.03
N 0.529 -3.522 1.149 -0.08 0.17 0.26
C 1.744 -2.951 0.566 0.10 -0.02 -0.04
C 0.734 -4.041 2.503 -0.03 -0.04 -0.06
N -2.887 -0.298 2.847 0.01 -0.08 -0.02
C -3.133 0.917 2.076 0.04 0.05 -0.03
C -4.089 -1.082 3.115 -0.04 0.02 0.06
H 0.205 -0.839 5.915 -0.01 0.00 0.01
H -1.403 -0.086 5.810 0.01 0.03 0.01
H -0.118 0.367 4.666 0.01 0.01 0.00
H -0.873 -3.057 5.742 0.00 0.01 -0.01
H -1.851 -3.440 4.324 -0.03 0.00 -0.02
H -2.479 -2.337 5.571 0.01 -0.01 0.01
H -0.777 -5.711 0.857 0.01 0.01 0.02
H -2.120 -6.118 -0.204 -0.01 0.00 0.01
H -2.455 -5.575 1.450 0.00 -0.02 0.00
H -3.068 -2.685 -0.905 0.00 0.00 0.00
H -3.941 -3.814 0.161 -0.01 0.01 -0.01
H -3.289 -4.369 -1.394 -0.01 0.01 0.01
H 1.618 -2.772 -0.498 -0.02 0.06 0.03
H 2.554 -3.668 0.698 0.00 0.00 -0.03
H 2.036 -2.018 1.074 -0.03 -0.11 -0.08
H -0.177 -4.496 2.886 -0.02 -0.01 0.00
H 1.043 -3.249 3.189 0.01 -0.01 0.02
H 1.506 -4.809 2.465 0.00 0.00 0.03
H -2.215 1.487 1.982 0.02 0.03 -0.01
H -3.867 1.521 2.610 -0.01 0.01 -0.01
H -3.511 0.689 1.076 -0.01 0.01 -0.02
H -3.859 -1.981 3.682 0.03 -0.02 0.01
H -4.569 -1.381 2.178 -0.02 -0.01 0.01
H -4.792 -0.485 3.696 0.00 0.00 -0.01
S 2.154 0.059 -1.071 0.12 0.00 0.02
C 1.881 1.348 -2.173 -0.06 -0.18 0.02
N 2.218 2.615 -1.982 -0.03 -0.09 0.00
C 1.844 3.468 -3.111 0.02 0.06 -0.01
C 1.288 2.448 -4.131 -0.09 0.03 -0.04
N 1.356 1.195 -3.381 0.10 0.03 0.06
H 2.529 2.948 -1.086 0.00 0.02 -0.01
H 2.713 4.003 -3.491 -0.02 -0.02 0.00
H 1.086 4.188 -2.808 -0.01 0.01 -0.01
H 1.902 2.389 -5.029 -0.01 0.01 0.01
H 0.257 2.674 -4.408 0.06 0.00 0.00
H 1.032 0.301 -3.704 -0.01 0.01 -0.01
C -2.695 4.191 -4.707 0.02 0.02 0.02
C -2.005 4.696 -3.612 -0.02 0.02 -0.05
C -1.585 3.857 -2.594 0.03 -0.06 0.01
C -1.844 2.483 -2.638 -0.02 0.04 0.08
C -2.527 1.994 -3.754 -0.02 -0.04 -0.02
C -2.952 2.831 -4.774 -0.01 0.00 -0.02
C -1.365 1.491 -1.647 0.11 -0.03 -0.03
C -0.760 1.599 -0.454 -0.13 0.12 -0.07
C -0.611 2.825 0.359 -0.03 -0.06 -0.01
C 0.580 3.073 1.050 0.03 0.02 -0.03
C 0.722 4.180 1.873 -0.02 0.03 0.01
C -0.341 5.053 2.057 -0.02 -0.02 -0.02
C -1.548 4.800 1.415 0.09 0.01 0.03
C -1.679 3.703 0.582 -0.05 -0.05 -0.02
H -3.026 4.852 -5.496 -0.01 0.02 -0.03
H -1.794 5.756 -3.549 0.01 0.02 0.00
H -1.041 4.275 -1.762 0.02 0.03 0.09
H -2.722 0.929 -3.820 -0.02 -0.02 0.00
H -3.482 2.420 -5.623 -0.02 -0.01 -0.02
H -1.461 0.476 -2.039 0.02 0.00 0.01
H 1.408 2.376 0.955 0.00 -0.02 -0.02
H 1.658 4.351 2.388 0.02 0.01 0.01
H -0.235 5.912 2.704 -0.01 0.03 0.03
H -2.391 5.461 1.567 -0.02 0.02 0.00
H -2.624 3.512 0.090 -0.02 -0.02 -0.02